[1]
169
Properties=species:S:1:pos:R:3:mulliken_charge:R:1 method="wB97M-V/def2-TZVPD" relative_energy_kcal_mol=267.1 homo_lumo_gap_ev=9.8
C -5.706 1.324 8.133 -1.343
C -6.692 2.425 7.729 0.462
C -8.180 1.967 7.808 -0.444
O -8.780 3.021 8.503 -0.311
C -7.812 3.715 9.149 0.669
O -7.973 4.537 10.116 -0.615
O -6.610 3.429 8.658 -0.330
H -5.731 0.486 7.436 0.381
H -5.819 1.100 9.194 0.344
H -4.719 1.688 7.848 0.349
H -6.409 2.947 6.815 0.320
H -8.498 0.947 8.023 0.297
H -8.721 2.003 6.863 0.221
C -13.535 9.812 4.194 -1.484
C -13.370 11.142 4.896 0.531
C -12.401 12.004 4.227 -0.234
O -12.921 13.245 4.585 -0.353
C -14.208 13.195 4.901 0.628
O -15.011 14.063 4.967 -0.519
O -14.547 11.830 4.992 -0.393
H -12.605 9.252 4.296 0.395
H -13.706 9.851 3.119 0.296
H -14.158 9.070 4.694 0.387
H -13.060 10.937 5.920 0.203
H -12.374 11.904 3.142 0.232
H -11.495 11.725 4.765 0.310
C -13.102 5.567 11.330 -1.340
C -12.601 6.542 10.198 0.385
C -13.247 6.261 8.864 -0.471
O -13.685 7.510 8.382 -0.285
C -13.770 8.399 9.414 0.621
O -14.379 9.429 9.344 -0.526
O -13.151 7.834 10.509 -0.353
H -12.608 5.802 12.272 0.340
H -12.934 4.530 11.038 0.362
H -14.178 5.732 11.398 0.354
H -11.512 6.523 10.236 0.315
H -14.176 5.698 8.956 0.254
H -12.616 5.735 8.149 0.347
C -12.130 -3.818 2.105 -1.156
C -11.666 -2.552 2.609 0.758
C -12.588 -1.418 2.713 -0.504
O -12.480 -0.921 4.047 -0.311
C -11.730 -1.652 4.786 0.653
O -11.547 -1.520 5.982 -0.607
O -11.317 -2.718 4.027 -0.437
H -12.121 -4.634 2.827 0.357
H -11.559 -4.004 1.195 0.328
H -13.122 -3.501 1.782 0.176
H -10.782 -2.191 2.083 0.119
H -13.616 -1.721 2.518 0.317
H -12.251 -0.664 2.002 0.303
C -18.659 -1.435 6.318 -1.414
C -19.599 -1.399 5.116 0.465
C -20.921 -0.808 5.264 -0.372
O -21.068 0.116 4.129 -0.346
C -19.784 0.402 3.718 0.647
O -19.540 1.214 2.856 -0.580
O -18.960 -0.441 4.294 -0.294
H -17.634 -1.617 5.994 0.324
H -18.898 -2.162 7.094 0.404
H -18.733 -0.496 6.867 0.324
H -19.504 -2.360 4.610 0.259
H -21.018 -0.355 6.250 0.270
H -21.511 -1.725 5.286 0.314
C -15.696 -6.351 -0.893 -1.390
C -16.923 -5.409 -0.607 0.389
C -17.219 -5.192 0.835 -0.334
O -17.149 -3.782 0.934 -0.265
C -16.756 -3.193 -0.216 0.674
O -16.567 -1.979 -0.385 -0.580
O -16.591 -4.152 -1.160 -0.362
H -15.439 -6.198 -1.941 0.352
H -15.929 -7.413 -0.809 0.390
H -14.795 -6.275 -0.284 0.313
H -17.693 -5.758 -1.296 0.247
H -16.396 -5.652 1.381 0.289
H -18.227 -5.580 0.982 0.280
C -14.007 2.927 -9.899 -1.440
C -14.079 1.895 -8.789 0.401
C -12.698 1.768 -7.935 -0.310
O -13.201 2.332 -6.712 -0.326
C -14.520 2.440 -6.648 0.674
O -15.055 2.811 -5.631 -0.541
O -15.082 2.255 -7.888 -0.350
H -13.905 3.934 -9.495 0.354
H -14.980 3.091 -10.362 0.367
H -13.327 2.811 -10.744 0.367
H -14.406 0.965 -9.253 0.263
H -11.876 2.345 -8.358 0.283
H -12.443 0.709 -7.948 0.260
C -20.741 5.247 -1.193 -1.165
C -20.889 6.691 -0.543 0.360
C -19.723 7.316 0.278 -0.318
O -19.561 8.574 -0.473 -0.308
C -20.414 8.555 -1.522 0.642
O -20.606 9.539 -2.262 -0.618
O -21.192 7.522 -1.615 -0.340
H -21.532 4.563 -0.884 0.309
H -19.826 4.759 -0.859 0.304
H -20.901 5.265 -2.272 0.346
H -21.795 6.733 0.061 0.310
H -18.736 6.861 0.190 0.228
H -19.887 7.488 1.342 0.251
C -8.364 1.454 0.014 -1.436
C -7.240 1.185 0.975 0.631
C -7.587 0.791 2.306 -0.101
O -6.761 -0.242 2.661 -0.296
C -5.965 -0.550 1.668 0.603
O -4.987 -1.255 1.690 -0.550
O -6.366 0.215 0.539 -0.398
H -7.908 1.625 -0.961 0.358
H -8.791 2.417 0.296 0.380
H -9.171 0.722 0.016 0.333
H -6.624 2.082 0.914 0.126
H -8.608 0.414 2.371 0.125
H -7.268 1.530 3.040 0.226
C -6.050 9.440 4.049 -1.365
C -6.803 8.711 2.931 0.469
C -7.443 7.379 3.101 -0.282
O -8.755 7.650 2.559 -0.245
C -8.914 8.878 2.179 0.648
O -9.864 9.420 1.668 -0.634
O -7.807 9.543 2.521 -0.334
H -5.070 8.972 4.137 0.358
H -6.584 9.124 4.945 0.337
H -5.839 10.499 3.901 0.326
H -6.029 8.737 2.164 0.187
H -7.581 6.998 4.113 0.304
H -6.918 6.678 2.452 0.231
C -19.391 6.153 7.326 -1.537
C -20.885 5.572 7.193 0.602
C -20.996 4.066 7.317 -0.313
O -22.173 3.963 8.041 -0.330
C -22.534 5.118 8.629 0.682
O -23.501 5.281 9.377 -0.575
O -21.675 6.060 8.228 -0.334
H -19.355 7.234 7.191 0.370
H -18.594 5.727 6.716 0.389
H -18.899 6.053 8.293 0.397
H -21.176 6.026 6.245 0.168
H -20.144 3.552 7.761 0.263
H -21.304 3.646 6.360 0.219
C -12.440 11.534 -3.862 -1.397
C -12.548 10.667 -2.602 0.435
C -13.390 11.328 -1.495 -0.374
O -14.422 10.471 -1.160 -0.332
C -14.344 9.322 -1.931 0.734
O -14.989 8.266 -1.865 -0.606
O -13.416 9.520 -2.821 -0.376
H -12.044 10.992 -4.721 0.361
H -11.663 12.262 -3.632 0.387
H -13.330 12.042 -4.235 0.356
H -11.622 10.216 -2.246 0.308
H -13.910 12.250 -1.754 0.293
H -12.770 11.597 -0.640 0.210
C -14.510 3.470 0.541 -1.352
C -13.863 4.367 1.580 0.532
C -14.501 4.457 2.897 -0.599
O -13.305 4.711 3.693 -0.276
C -12.292 4.030 3.117 0.679
O -11.146 4.026 3.596 -0.658
O -12.585 3.799 1.882 -0.349
H -13.790 2.753 0.145 0.322
H -14.936 4.032 -0.291 0.326
H -15.444 2.952 0.760 0.363
H -13.676 5.367 1.189 0.344
H -14.790 3.443 3.170 0.336
H -15.274 5.222 2.962 0.332

[2]
17
Properties=species:S:1:pos:R:3:lowdin_spin:R:1 method="wB97M-V/def2-TZVPD" multiplicity=3 homo_lumo_gap_ev="6.7 / 6.7"
C 0.073 -1.164 0.541 0.439
C -0.386 -0.389 -0.730 0.091
C -0.082 -0.620 1.953 0.053
C 0.276 1.986 -0.486 0.002
C -0.924 1.092 -0.542 0.000
P 0.864 -2.652 0.372 0.719
P -0.297 -0.971 -2.288 0.487
P 0.471 -2.927 -1.699 0.114
H -0.991 -1.040 2.397 0.021
H -0.139 0.499 2.154 0.003
H 0.645 -0.963 2.584 0.005
H 1.114 1.536 -0.001 0.000
H -0.048 2.861 -0.049 0.000
H 0.730 2.337 -1.444 0.001
H -1.618 1.416 -1.293 0.002
H -1.422 1.236 0.524 -0.001
H 1.735 -2.236 -1.994 0.065

[3]
10
Properties=species:S:1:pos:R:3:mulliken_charge:R:1 method="wB97M-V/def2-TZVPD" total_charge=+1 relative_energy_kcal_mol=18.3 homo_lumo_gap_ev=10.6
N -1.866 0.020 0.214 -0.865
H -2.465 -0.624 -0.283 0.252
H -1.973 0.996 -0.023 0.308
H -1.918 -0.148 1.210 0.310
H -0.333 0.087 0.237 0.492
C 1.562 -0.287 -0.613 -0.115
N 0.802 0.168 0.311 -0.215
H 1.385 -1.172 -1.226 0.293
H 2.338 0.374 -1.006 0.255
H 1.231 0.899 0.876 0.283